Record 1
Formula: C26H50As2GeO6Rb
Source: OMol25
Level of theory: ωB97M-V/def2-TZVPD

Last column: Mulliken charge in e.
Element x y z (Å)
Rb (-1.49224, -1.06075, 1.34986)  0.364
C (-5.14073, -2.60518, 1.05722)  -1.357
C (-5.00029, -1.28895, 0.21156)  1.371
C (-6.09425, -1.32552, -0.87102)  -1.735
C (-5.01878, -0.13136, 1.19138)  -1.633
O (-3.67000, -1.28456, -0.34867)  0.006
Ge (-2.85873, -2.53877, -1.64315)  -0.003
O (-1.72047, -3.31612, -0.38889)  0.143
C (-1.00105, -4.60954, -0.57273)  1.416
C (-0.01957, -4.64399, 0.59114)  -1.748
C (-2.09374, -5.66366, -0.42243)  -1.659
C (-0.24152, -4.59869, -1.90426)  -1.349
O (-1.57339, -1.30559, -2.23545)  -0.059
C (-1.51543, -0.60301, -3.57047)  1.834
C (-2.87250, -0.09441, -4.00253)  -1.495
C (-0.87668, -1.58646, -4.52407)  -1.681
C (-0.60095, 0.52229, -3.14244)  -1.936
H (-6.06305, -2.66917, 1.61246)  0.477
H (-5.24537, -3.52051, 0.42805)  0.355
H (-4.30562, -2.71270, 1.72809)  0.245
H (-7.07287, -1.40064, -0.36360)  0.453
H (-6.10565, -0.37405, -1.42980)  0.358
H (-6.03112, -2.16653, -1.56427)  0.374
H (-6.06347, 0.17373, 1.30344)  0.392
H (-4.70742, -0.44827, 2.18843)  0.381
H (-4.51893, 0.79618, 0.88416)  0.345
H (-0.48369, -4.75662, 1.59059)  0.352
H (0.65655, -5.52372, 0.52156)  0.375
H (0.62372, -3.79010, 0.60659)  0.455
H (-2.51345, -5.67180, 0.55064)  0.428
H (-2.91838, -5.60586, -1.10219)  0.338
H (-1.64571, -6.67094, -0.52395)  0.379
H (0.52288, -3.85432, -1.86346)  0.351
H (0.22726, -5.56033, -2.13269)  0.475
H (-0.95136, -4.40198, -2.72149)  0.270
H (-3.50546, -0.95481, -4.19893)  0.382
H (-3.34163, 0.35011, -3.08966)  0.252
H (-2.81556, 0.60747, -4.83900)  0.440
H (-1.62502, -2.31241, -4.72332)  0.426
H (-0.65923, -1.10464, -5.49619)  0.396
H (-0.02704, -2.09480, -4.08151)  0.262
H (-1.06734, 0.99112, -2.29574)  0.494
H (0.39226, 0.17479, -2.87821)  0.398
H (-0.47409, 1.22846, -3.95523)  0.456
C (1.94058, 0.06044, 5.07770)  -1.705
C (0.75236, 0.11050, 4.17220)  1.842
C (-0.35444, 0.84107, 4.95471)  -1.624
O (0.39738, -1.20588, 3.70461)  -0.375
C (1.00739, 0.90633, 2.91849)  0.188
O (2.19511, 1.28244, 2.71696)  -0.599
O (-0.01656, 1.10547, 2.19673)  -0.942
H (1.76655, -0.54947, 5.94882)  0.555
H (2.26374, 1.08594, 5.31138)  0.309
H (2.81996, -0.33997, 4.51686)  0.306
H (-0.47703, 0.34043, 5.93394)  0.426
H (-1.28380, 0.83064, 4.42743)  0.191
H (-0.00610, 1.86557, 5.10362)  0.391
H (0.51688, -1.75563, 4.52180)  0.292
C (5.35402, 0.96752, 1.11429)  -1.238
As (3.61515, 1.18248, 0.08905)  0.541
C (4.15749, 0.11400, -1.48339)  -1.241
C (4.12990, 2.94556, -0.59820)  -0.251
C (5.22545, 3.15148, -1.46966)  -0.188
C (5.38839, 4.46158, -1.99601)  -0.692
C (4.69858, 5.52302, -1.51767)  -0.715
C (3.61246, 5.34238, -0.66435)  -0.229
C (3.33688, 4.05414, -0.24430)  0.441
As (1.51669, 3.48378, 0.45798)  0.558
C (0.55414, 5.13876, -0.23642)  -1.390
C (1.86927, 4.43602, 2.16408)  -1.120
H (6.16384, 1.43120, 0.54672)  0.457
H (5.54145, -0.09154, 1.26041)  0.401
H (5.14860, 1.53280, 2.05732)  0.241
H (5.24577, -0.00830, -1.64294)  0.369
H (3.70007, 0.55498, -2.40993)  0.312
H (3.79075, -0.91188, -1.34581)  0.367
H (5.91487, 2.31397, -1.76813)  0.209
H (6.18004, 4.58065, -2.75476)  0.320
H (4.90558, 6.50286, -1.88755)  0.401
H (2.96726, 6.17704, -0.40095)  0.161
H (0.99900, 6.05227, 0.10172)  0.402
H (-0.50745, 5.11751, -0.01143)  0.364
H (0.66317, 5.11920, -1.29180)  0.402
H (2.36379, 5.42288, 2.03119)  0.438
H (2.51127, 3.76482, 2.76186)  0.239
H (0.94068, 4.46955, 2.70364)  0.399

- ⟨S²⟩ = 0.760
- energy relative to the best compared isomer or geometry (same formula, charge and spin) (kJ/mol) = 160.61
- HOMO-LUMO gap (alpha / beta) (eV) = 6.71 / 3.56
- multiplicity = 2
- LUMO level (alpha / beta) (eV) = -0.1 / -3.3


Record 2
Formula: C26H50ClF3O2P2Si2Zr
Source: OMol25
Level of theory: ωB97M-V/def2-TZVPD

Last column: Mulliken charge in e.
Element x y z (Å)
Zr (0.27011, -0.13554, -0.05162)  -0.910
C (-1.52570, 0.10792, -1.70476)  -0.631
C (-0.41388, 0.79918, -2.26582)  0.110
C (0.59284, -0.20669, -2.54840)  -0.147
Si (-0.51495, 2.63882, -2.59600)  -0.229
C (0.07283, -1.47673, -2.16798)  -0.126
C (-1.26188, -1.29045, -1.64118)  0.198
Si (-2.61519, -2.44909, -1.07602)  -0.297
H (-2.48587, 0.56949, -1.46843)  0.832
H (1.57199, -0.01433, -2.99296)  0.449
H (0.58074, -2.44336, -2.26401)  0.429
Cl (2.66876, -0.24628, 2.74693)  -0.619
C (-4.34946, -1.79221, -1.27614)  -1.083
C (-2.47099, -4.05075, -2.02440)  -1.108
C (-2.24991, 3.28526, -2.81043)  -1.087
C (0.49220, 3.04935, -4.11393)  -1.115
H (-2.89106, -3.86145, -3.02573)  0.357
H (-3.07249, -4.82851, -1.52629)  0.356
H (-1.43310, -4.39636, -2.12860)  0.339
H (-4.48755, -0.83640, -0.75273)  0.280
H (-5.04875, -2.54064, -0.87279)  0.375
H (-4.56527, -1.64987, -2.34499)  0.335
H (-0.09462, 2.70770, -4.98201)  0.357
H (1.47427, 2.55678, -4.12837)  0.356
H (0.62590, 4.14167, -4.17908)  0.348
H (-2.71479, 2.80539, -3.68258)  0.330
H (-2.19978, 4.36949, -2.98914)  0.376
H (-2.86283, 3.08374, -1.92243)  0.279
C (-2.24324, -2.74607, 0.76768)  -1.257
C (0.27922, 3.44253, -1.06073)  -1.347
P (-0.47120, -2.53062, 1.13331)  1.250
H (-2.62634, -3.74560, 1.05022)  0.905
H (-2.81381, -2.00391, 1.35695)  0.330
P (1.50985, 2.33416, -0.30629)  1.230
H (-0.51976, 3.63676, -0.32283)  0.360
H (0.69998, 4.42321, -1.34992)  0.924
C (2.05172, 3.26138, 1.20506)  0.548
C (2.95565, 2.46153, -1.49253)  1.341
C (0.28682, -4.09705, 0.43202)  1.373
C (-0.37281, -2.74304, 2.97088)  0.563
C (-0.27544, -1.39992, 3.67376)  -1.031
H (0.55553, -3.30969, 3.13614)  0.498
C (-1.56973, -3.48714, 3.56124)  -1.653
H (-2.48938, -2.90179, 3.42001)  0.279
H (-1.40612, -3.59760, 4.64165)  0.500
H (-1.74398, -4.49550, 3.15769)  0.320
H (0.66837, -0.88987, 3.38934)  -0.200
H (-0.23735, -1.54930, 4.76188)  0.572
H (-1.11217, -0.73490, 3.42831)  0.128
H (0.05577, -4.04274, -0.64302)  -0.620
C (-0.36111, -5.34499, 1.02789)  -1.655
C (1.81168, -4.15919, 0.61238)  -1.316
H (-1.44724, -5.42057, 0.88307)  0.279
H (-0.15293, -5.42048, 2.10265)  0.316
H (0.08169, -6.22461, 0.54224)  0.499
H (2.35137, -3.47140, -0.05051)  0.243
H (2.15625, -5.17533, 0.36990)  0.467
H (2.10415, -3.93484, 1.65044)  0.241
H (2.54956, 2.08327, -2.44270)  -0.664
C (4.14696, 1.58730, -1.07310)  -1.281
C (3.40652, 3.90912, -1.67674)  -1.614
H (2.63450, 4.59653, -2.04763)  0.291
H (4.21825, 3.92149, -2.41570)  0.493
H (3.80690, 4.31854, -0.74105)  0.307
H (3.97271, 0.51546, -1.23368)  0.221
H (4.40157, 1.73729, -0.01200)  0.241
H (5.02048, 1.86971, -1.67880)  0.465
C (1.37620, 2.70627, 2.45052)  -0.992
C (1.76060, 4.75925, 1.15573)  -1.637
H (3.13604, 3.07235, 1.27074)  0.491
H (0.67559, 4.93173, 1.13936)  0.277
H (2.20640, 5.29294, 0.30643)  0.322
H (2.16002, 5.21616, 2.07084)  0.497
H (0.28034, 2.75358, 2.38857)  0.122
H (1.72227, 3.25303, 3.34038)  0.575
H (1.67863, 1.64611, 2.60466)  -0.235
C (2.36148, -1.00700, -0.05103)  -1.491
H (2.76478, -1.43116, -0.98642)  0.296
H (2.99058, -0.17788, 0.29624)  0.404
H (2.39573, -1.75013, 0.75616)  0.479
F (-2.56715, 3.31893, 2.32573)  -0.253
C (-2.84604, 1.98653, 2.43158)  0.632
F (-2.22494, 1.53648, 3.55506)  -0.215
F (-4.17827, 1.81690, 2.57004)  -0.268
C (-2.35679, 1.30602, 1.11663)  -0.072
O (-3.12864, 1.44209, 0.17734)  -0.598
O (-1.18133, 0.75952, 1.14387)  0.370

- HOMO-LUMO gap (eV) = 7.10
- LUMO level (eV) = -0.5


Record 3
Formula: C26H50ClN3P2Si2Sn
Source: OMol25
Level of theory: ωB97M-V/def2-TZVPD

Last column: Mulliken charge in e.
Element x y z (Å)
Sn (-0.38807, -0.74349, 0.70008)  0.262
C (-1.09047, 0.49942, -2.35751)  -0.928
C (-1.10702, 1.76579, -1.70765)  0.704
C (0.23259, 2.22866, -1.67175)  -0.569
Si (-2.65708, 2.60167, -1.06612)  -0.322
C (1.06988, 1.23253, -2.27286)  -0.567
C (0.25048, 0.14982, -2.68206)  0.737
Si (0.75094, -1.45548, -3.51011)  -0.330
H (-1.97486, -0.13961, -2.53130)  0.138
H (0.55651, 3.19011, -1.27049)  0.358
H (2.14955, 1.29382, -2.41319)  0.358
Cl (1.30954, -1.06076, 3.62784)  -0.164
C (-0.61652, -1.97870, -4.66828)  -1.191
C (2.32642, -1.21685, -4.45442)  -0.982
C (-4.08356, 2.13878, -2.17857)  -1.186
C (-2.42878, 4.43988, -1.05847)  -0.979
H (2.12409, -0.58703, -5.32850)  0.373
H (2.69468, -2.18335, -4.81267)  0.344
H (3.12593, -0.74290, -3.88193)  0.316
H (-1.49476, -2.35380, -4.12739)  0.302
H (-0.25243, -2.78071, -5.32499)  0.366
H (-0.93192, -1.13952, -5.30245)  0.336
H (-2.35707, 4.79434, -2.09317)  0.368
H (-1.53790, 4.78005, -0.52752)  0.314
H (-3.29936, 4.91729, -0.59761)  0.342
H (-3.81469, 2.27734, -3.23432)  0.334
H (-4.94255, 2.78836, -1.96056)  0.364
H (-4.39863, 1.09716, -2.03506)  0.298
C (0.95427, -2.79279, -2.16322)  -1.078
C (-3.01679, 1.94671, 0.69029)  -1.085
P (1.64981, -2.21836, -0.56398)  0.572
H (1.56011, -3.59793, -2.61554)  0.751
H (-0.05064, -3.20657, -1.98088)  0.420
P (-1.54694, 1.59911, 1.73398)  0.578
H (-3.58695, 1.01212, 0.56313)  0.420
H (-3.69800, 2.67888, 1.15948)  0.747
C (-2.24976, 1.14489, 3.40351)  0.889
C (-0.80954, 3.33368, 1.96707)  1.274
C (3.40858, -1.70219, -1.06261)  1.302
C (1.86980, -3.77739, 0.44213)  0.881
C (0.81232, -3.82876, 1.55226)  -1.341
H (2.86026, -3.62671, 0.90110)  0.320
C (1.88127, -5.07622, -0.35986)  -1.708
H (0.90397, -5.25931, -0.82891)  0.318
H (2.08324, -5.89448, 0.34595)  0.511
H (2.66036, -5.10865, -1.13131)  0.316
H (0.88837, -2.94911, 2.20639)  -0.061
H (0.98319, -4.70754, 2.19290)  0.566
H (-0.20724, -3.86474, 1.13289)  0.267
H (3.24508, -0.91762, -1.82285)  -0.604
C (4.24815, -2.84189, -1.66315)  -1.521
C (4.12529, -1.04801, 0.12506)  -1.464
H (3.80515, -3.27333, -2.57607)  0.264
H (4.41913, -3.63868, -0.91807)  0.282
H (5.22582, -2.41315, -1.94590)  0.486
H (3.67177, -0.08492, 0.39867)  0.200
H (5.16970, -0.84643, -0.15169)  0.464
H (4.13329, -1.70203, 1.01085)  0.309
H (-0.59592, 3.66834, 0.93615)  -0.586
C (0.53087, 3.24327, 2.70720)  -1.452
C (-1.75961, 4.33082, 2.65163)  -1.526
H (-2.69668, 4.49165, 2.09311)  0.266
H (-1.23636, 5.30220, 2.69718)  0.485
H (-1.98904, 4.01060, 3.68317)  0.290
H (1.30176, 2.74535, 2.10223)  0.191
H (0.43515, 2.71190, 3.66684)  0.311
H (0.89260, 4.25909, 2.92042)  0.465
C (-2.08316, -0.36062, 3.64169)  -1.325
C (-3.69371, 1.57586, 3.64410)  -1.705
H (-1.58847, 1.68945, 4.09666)  0.323
H (-4.38139, 1.04618, 2.96954)  0.319
H (-3.85187, 2.65601, 3.54077)  0.313
H (-3.94886, 1.30428, 4.67827)  0.512
H (-2.63615, -0.95030, 2.89157)  0.261
H (-2.42805, -0.62326, 4.65360)  0.575
H (-1.02365, -0.64678, 3.59366)  -0.089
C (2.53704, 0.19692, 3.18383)  1.101
H (3.29583, 0.31512, 4.06760)  0.372
H (2.01830, 1.13102, 2.92434)  -0.619
H (3.01655, -0.08935, 2.23827)  -0.620
N (-2.19388, -1.69308, -0.26695)  -0.566
C (-2.82159, -2.54162, 0.31296)  0.754
N (-3.67629, -3.43416, 0.62004)  -0.692
C (-3.63089, -4.11040, 1.75274)  0.538
N (-3.64497, -4.74660, 2.74092)  -0.567

- HOMO-LUMO gap (eV) = 6.10
- LUMO level (eV) = -0.7


no.,E (Ha)
1,-8044.62560
2,-3239.88429
3,-3121.12099